Entry 1:
DFT (ωB97M-V/def2-TZVPD) results for a molecular structure, C26H78BrCuO13 in a non-equilibrium geometry.

Calculated values
Total charge   0
Strongest force on any atom   2.46 eV Å⁻¹
Spin multiplicity   1
Kohn-Sham gap   8.651 eV
E   -6229.94139 a.u.
LUMO   -0.10 eV

Geometry (Å):
Br1 0.92 2.14 -1.83
Cu1 0.16 0.02 -0.07
O1 1.72 -1.62 -0.19
O2 2.35 -3.19 1.96
O3 -2.05 2.45 -3.29
O4 0.37 -4.41 3.68
O5 -2.44 0.98 3.68
O6 1.75 0.97 -4.81
O7 -0.06 0.58 2.30
O8 -2.42 0.37 -5.15
O9 -3.33 2.22 1.59
O10 -1.43 -1.59 0.39
O11 4.29 1.30 -0.99
O12 1.57 4.90 0.08
O13 -1.43 -3.98 1.72
C1 0.01 -3.43 4.67
C2 -3.87 -1.62 0.07
C3 2.16 1.48 2.26
C4 -4.48 2.64 -2.94
C5 4.53 -2.11 1.81
C6 -3.15 2.05 -2.45
C7 3.71 5.14 1.10
C8 -2.68 -0.86 0.65
C9 0.87 1.56 -5.72
C10 -2.12 -4.95 -0.29
C11 -1.82 -0.75 -4.56
C12 1.12 0.72 3.03
C13 -3.04 3.62 1.44
C14 -2.79 1.73 4.85
C15 2.90 5.28 -0.15
C16 -1.12 -5.08 0.89
C17 -2.32 0.98 6.13
C18 -2.76 -1.94 -4.73
C19 -1.52 3.78 1.51
C20 5.31 1.60 -3.00
C21 -0.84 -2.34 4.13
C22 1.49 -3.58 -1.65
C23 3.46 -2.78 2.72
C24 4.57 0.60 -2.15
C25 0.83 0.65 -6.95
C26 2.02 -2.14 -1.44
H1 1.29 4.14 -0.44
H2 0.46 -0.36 -6.79
H3 -1.27 -6.01 1.44
H4 -2.62 0.14 0.22
H5 -2.74 -0.76 1.74
H6 1.06 -4.95 4.06
H7 0.43 -3.61 -1.37
H8 -3.53 4.01 2.33
H9 -0.52 -3.96 5.46
H10 4.78 5.32 1.01
H11 6.20 1.98 -2.51
H12 -0.95 3.36 0.69
H13 3.65 0.22 -2.59
H14 -2.22 1.14 -4.62
H15 -1.20 2.36 -2.86
H16 -2.83 2.48 -1.50
H17 1.78 0.64 -7.49
H18 -4.81 -1.15 0.37
H19 -2.43 2.76 4.77
H20 5.64 1.19 -3.95
H21 0.97 1.23 3.98
H22 -1.23 4.83 1.56
H23 4.65 2.46 -3.15
H24 -0.52 -1.98 3.15
H25 -1.62 -0.69 -3.49
H26 -3.12 -2.09 -5.75
H27 2.14 -2.17 0.47
H28 4.00 -1.30 1.32
H29 0.95 -3.06 5.08
H30 -3.24 0.97 -2.38
H31 -2.36 -2.89 -4.37
H32 5.22 -0.24 -1.94
H33 1.53 1.30 -3.94
H34 1.79 2.44 1.90
H35 -0.75 0.50 2.96
H36 -3.86 1.90 4.97
H37 -5.23 2.43 -2.17
H38 -4.79 2.11 -3.84
H39 -3.00 0.15 6.29
H40 1.49 -0.25 3.34
H41 -0.87 -0.99 -5.05
H42 -4.47 3.71 -3.13
H43 -3.13 -4.84 0.10
H44 5.37 -1.77 2.42
H45 -0.96 -1.49 4.80
H46 3.86 -3.67 3.21
H47 2.98 -2.19 3.49
H48 1.57 -1.42 -2.12
H49 -0.84 -4.02 2.47
H50 3.42 1.69 -1.13
H51 -2.05 -5.79 -0.98
H52 4.88 -2.78 1.03
H53 3.29 4.67 -0.96
H54 3.67 4.11 1.47
H55 3.34 5.78 1.90
H56 -0.07 1.73 -5.21
H57 -3.78 -1.62 -1.02
H58 -3.40 4.15 0.56
H59 2.01 -4.35 -1.07
H60 3.10 -2.05 -1.59
H61 -1.51 -2.49 0.72
H62 -3.89 -2.66 0.37
H63 -1.93 -4.06 -0.90
H64 3.03 1.63 2.90
H65 -3.63 -1.70 -4.12
H66 -2.81 1.51 2.97
H67 2.53 0.92 1.41
H68 -1.15 3.39 2.46
H69 -1.32 0.53 6.12
H70 1.34 2.46 -6.12
H71 -2.35 1.62 7.01
H72 -1.83 -2.77 3.98
H73 -0.09 -5.09 0.54
H74 1.72 -3.61 2.55
H75 0.08 1.07 -7.62
H76 -4.26 2.02 1.52
H77 1.54 -3.89 -2.69
H78 2.93 6.30 -0.55


Entry 2:
DFT (ωB97M-V/def2-TZVPD) results for 11 unconnected molecules or ions with the total composition C26H78N12O11 in a non-equilibrium geometry.

Calculated values
SMILES   COC[C@H](C)N.COC[C@H](C)N.COC[C@H](C)N.COC[C@H](C)N.NC(N)=O.NC(N)=O.NC(N)=O.NC(N)=O.CCO.CCO.CCO
Total charge   0
Strongest force on any atom   7.01 eV Å⁻¹
Spin multiplicity   1
Kohn-Sham gap   8.966 eV
Energy relative to the best compared isomer or geometry (same formula, charge and spin)   92.4 kcal/mol
E   -2521.94134 a.u.
LUMO   0.05 eV

Geometry (Å):
O1 -7.67 4.35 2.45
O2 5.07 -5.24 5.42
O3 -8.63 -4.98 -0.20
O4 0.48 1.09 6.71
O5 8.69 -1.10 -3.46
O6 1.59 -1.76 -8.08
O7 5.15 4.54 -6.02
O8 2.65 6.80 0.54
O9 0.87 2.31 0.04
O10 -1.94 -3.95 0.83
O11 5.84 0.50 4.88
N1 -4.99 5.01 0.22
N2 6.53 -0.32 6.78
N3 -7.07 -1.73 0.37
N4 -1.03 1.28 -0.04
N5 0.69 0.17 0.59
N6 3.27 -4.04 5.30
N7 -2.03 -1.92 -7.03
N8 5.32 3.15 -4.27
N9 8.57 -1.09 0.26
N10 5.94 1.76 6.61
N11 3.09 -6.10 5.93
N12 6.52 2.83 -6.02
C1 -0.26 1.30 5.51
C2 -0.66 -1.41 -7.11
C3 8.08 -1.47 -1.06
C4 9.18 -1.10 -2.13
C5 0.20 -2.18 -8.09
C6 -5.69 4.90 1.45
C7 6.06 0.61 6.08
C8 5.61 3.59 -5.48
C9 1.65 7.90 0.47
C10 -7.22 4.82 1.22
C11 -7.97 -3.80 -0.50
C12 0.81 7.73 -0.76
C13 -0.15 -1.43 -5.66
C14 -8.58 -5.99 -1.20
C15 -2.42 -4.76 1.92
C16 2.49 -2.73 -7.72
C17 -5.14 5.94 2.43
C18 -7.98 -2.85 0.69
C19 8.82 -2.31 -4.21
C20 -1.72 1.76 5.92
C21 -9.36 -2.18 0.94
C22 -9.04 4.35 2.75
C23 6.69 -0.73 -1.33
C24 0.24 1.34 0.15
C25 3.86 -5.15 5.46
C26 -1.44 -5.91 2.03
H1 3.85 -3.27 5.00
H2 1.36 1.44 6.56
H3 -1.59 -6.50 2.94
H4 7.03 2.17 -5.45
H5 8.00 -1.55 0.96
H6 2.38 -3.91 5.77
H7 -9.17 -5.57 -2.02
H8 8.05 -2.43 -4.98
H9 -1.59 2.69 6.49
H10 -1.53 0.42 0.11
H11 -7.30 -0.91 0.92
H12 6.40 -0.15 7.77
H13 6.79 2.99 -6.97
H14 1.59 0.09 1.05
H15 2.20 -3.62 -8.27
H16 -0.01 8.40 -1.01
H17 6.26 2.49 5.99
H18 3.50 -2.47 -8.01
H19 -8.52 -3.32 -1.32
H20 5.89 -1.38 -0.98
H21 -7.66 5.75 0.84
H22 -0.90 -1.32 -4.87
H23 0.13 -0.67 0.57
H24 -9.68 3.64 2.23
H25 -9.74 -1.84 -0.03
H26 0.20 -3.24 -7.88
H27 -5.18 5.96 -0.08
H28 -1.57 2.13 -0.11
H29 1.49 7.75 -1.62
H30 -5.60 6.93 2.41
H31 1.01 8.00 1.35
H32 -5.50 4.50 -0.49
H33 0.40 -2.29 -5.28
H34 -3.37 -5.27 1.87
H35 -2.26 -4.10 2.77
H36 5.83 2.38 -3.85
H37 -10.09 -2.75 1.51
H38 0.28 6.79 -0.88
H39 -9.43 5.35 2.57
H40 -7.74 -3.33 1.63
H41 -0.63 -0.34 -7.31
H42 -8.94 -6.96 -0.88
H43 -7.56 -6.11 -1.57
H44 -9.16 3.97 3.76
H45 6.19 1.77 7.59
H46 8.43 -0.10 0.34
H47 0.63 -0.68 -5.48
H48 -7.26 -1.45 -0.59
H49 9.79 -2.23 -4.70
H50 -9.21 -1.31 1.58
H51 -2.48 -2.01 -7.93
H52 2.22 8.82 0.37
H53 -4.08 6.14 2.30
H54 2.16 6.03 0.23
H55 7.99 -2.56 -1.06
H56 6.69 -0.76 -2.42
H57 10.17 -1.56 -2.09
H58 -2.07 1.04 6.66
H59 8.78 -3.21 -3.60
H60 -2.77 -3.61 0.49
H61 9.58 -0.13 -1.86
H62 -0.38 -5.68 2.11
H63 -2.08 -2.84 -6.62
H64 -1.50 -6.65 1.23
H65 0.24 2.15 5.04
H66 -0.33 0.36 4.96
H67 -5.27 5.50 3.42
H68 -5.49 3.97 1.98
H69 3.53 -6.91 6.35
H70 -6.92 -4.04 -0.61
H71 6.72 0.23 -0.83
H72 2.39 -2.87 -6.64
H73 2.10 -5.90 5.92
H74 -2.33 1.94 5.04
H75 4.54 3.52 -3.74
H76 6.70 -1.25 6.44
H77 -0.12 -2.14 -9.13
H78 -7.43 4.07 0.46


Entry 3:
DFT (ωB97M-V/def2-TZVPD) results for 5 unconnected molecules or ions with the total composition C26H78N12O5P4S in a non-equilibrium geometry.

Calculated values
Total charge   0
Strongest force on any atom   5.69 eV Å⁻¹
Spin multiplicity   1
Kohn-Sham gap   8.145 eV
Energy relative to the best compared isomer or geometry (same formula, charge and spin)   161.5 kcal/mol
E   -3834.22035 a.u.
LUMO   0.07 eV

Geometry (Å):
S1 0.41 -0.67 -1.26
P1 -0.14 7.14 5.86
P2 -5.93 -0.17 4.81
P3 10.97 -3.46 -1.81
P4 -5.94 -2.44 -7.95
O1 -0.65 -1.49 -1.80
O2 11.26 -2.36 -0.83
O3 -6.12 -1.31 -8.92
O4 -0.43 6.72 7.24
O5 -7.30 -0.65 5.03
N1 -5.88 1.32 3.98
N2 0.34 5.85 4.88
N3 11.80 -4.87 -1.30
N4 9.28 -3.84 -1.93
N5 1.16 8.15 5.76
N6 11.52 -3.29 -3.47
N7 -7.32 -3.20 -7.26
N8 -5.31 -3.83 -8.84
N9 -4.81 -1.24 4.03
N10 -1.45 7.96 5.10
N11 -4.74 -2.06 -6.75
N12 -5.14 -0.14 6.39
C1 0.51 4.56 5.37
C2 1.62 8.93 6.92
C3 12.34 -2.08 -3.69
C4 -0.27 0.76 -0.39
C5 0.44 5.91 3.40
C6 -4.76 -1.20 2.56
C7 -5.23 -1.31 -5.54
C8 -5.74 -0.79 7.53
C9 8.91 -5.13 -2.57
C10 -1.56 9.40 4.94
C11 -4.77 -2.68 4.51
C12 -7.11 2.13 3.59
C13 1.78 8.50 4.44
C14 11.20 -5.55 -0.09
C15 -8.63 -2.64 -7.63
C16 11.59 -4.39 -4.57
C17 -3.37 -1.94 -6.92
C18 -5.40 -3.86 -10.31
C19 -4.66 2.01 3.72
C20 13.23 -4.82 -1.27
C21 8.22 -2.80 -1.73
C22 -7.35 -3.93 -6.03
C23 -5.22 -5.20 -8.27
C24 1.39 -1.52 0.12
C25 -2.71 7.33 4.83
C26 -3.73 0.22 6.62
H1 -0.45 6.50 3.15
H2 -4.92 -5.20 -7.23
H3 7.88 -5.31 -2.28
H4 10.84 -5.14 -4.32
H5 0.01 3.70 4.95
H6 10.12 -5.66 0.00
H7 1.11 8.55 3.59
H8 2.27 -1.06 0.58
H9 11.59 -6.54 0.13
H10 -2.58 6.75 3.92
H11 7.33 -2.89 -2.34
H12 13.69 -5.62 -0.70
H13 -4.95 -0.26 -5.57
H14 1.53 4.39 5.04
H15 -7.59 -3.11 -5.35
H16 -6.76 2.98 3.01
H17 2.19 9.50 4.58
H18 8.65 -1.83 -1.98
H19 1.38 6.30 3.00
H20 -1.22 1.15 -0.75
H21 -3.08 -1.58 -7.91
H22 12.04 -1.31 -2.98
H23 -5.63 -2.93 5.13
H24 -6.31 -1.38 -5.40
H25 13.63 -5.02 -2.26
H26 0.46 4.95 2.89
H27 -5.50 -0.33 8.49
H28 -8.00 -4.79 -6.20
H29 13.59 -3.86 -0.90
H30 12.59 -4.81 -4.54
H31 -7.52 2.43 4.55
H32 -4.67 -4.59 -10.66
H33 -6.33 -4.16 -5.72
H34 -4.84 -1.82 -4.66
H35 -3.04 -1.22 -6.17
H36 -3.58 7.99 4.87
H37 13.38 -2.39 -3.53
H38 2.64 9.21 6.63
H39 -4.78 -3.39 3.68
H40 -5.44 -1.83 7.55
H41 -9.04 -2.26 -6.69
H42 0.76 -2.06 0.82
H43 -4.57 2.70 2.88
H44 -1.29 9.43 3.89
H45 -3.06 -0.61 6.38
H46 9.47 -5.98 -2.16
H47 1.76 8.22 7.74
H48 -6.24 -5.56 -8.20
H49 -5.71 -1.65 2.28
H50 -2.91 6.64 5.65
H51 -8.59 -1.86 -8.38
H52 -4.03 -1.83 2.05
H53 -6.43 -4.11 -10.58
H54 -6.82 -0.79 7.39
H55 -4.69 -5.94 -8.87
H56 8.95 -5.08 -3.66
H57 -7.75 1.48 2.98
H58 2.02 -2.19 -0.45
H59 -5.19 -2.94 -10.86
H60 -4.69 -0.24 2.04
H61 0.98 9.78 7.11
H62 0.50 1.50 -0.21
H63 -3.76 -2.74 4.92
H64 -4.46 2.60 4.61
H65 -9.23 -3.53 -7.83
H66 -0.52 0.34 0.58
H67 11.34 -4.05 -5.58
H68 11.34 -4.92 0.80
H69 2.61 7.81 4.29
H70 12.11 -1.76 -4.71
H71 7.97 -2.91 -0.67
H72 -3.69 0.50 7.68
H73 -3.49 1.10 6.03
H74 -0.90 9.97 5.58
H75 -2.60 9.71 5.07
H76 0.59 4.45 6.45
H77 -2.91 -2.90 -6.68
H78 -3.87 1.29 3.53


- The lowest Kohn-Sham gap belongs to which entry?
  C26H78N12O5P4S


- Number 2 is which compound?
  C26H78N12O11